No. 1
Entry from the Open Molecules 2025 dataset: a single C6H10 molecule (ωB97M-V/def2-TZVPD).

CARTESIAN COORDINATES (ANGSTROEM)
C 0.836 1.577 -1.123
C -0.057 1.180 0.025
C -0.499 -0.041 0.403
C -1.316 -0.177 1.666
C -0.233 -1.287 -0.344
C 1.000 -1.748 -0.692
H 1.775 2.044 -0.706
H 0.393 2.378 -1.746
H 1.136 0.712 -1.819
H -0.373 2.017 0.678
H -1.677 0.809 2.062
H -0.788 -0.721 2.472
H -2.174 -0.815 1.406
H -1.077 -1.914 -0.595
H 1.087 -2.712 -1.193
H 1.968 -1.302 -0.494

- SMILES string: C=C/C(C)=C\C
- HOMO: -8.67 eV
- Maximum force: 0.04355 Eh/bohr
- HOMO-LUMO gap: 9.81 eV
- Energy above the lowest of the compared OMol25 structures with the same formula, charge and spin: 24.4 kcal/mol
- Total energy: -234.56366 Ha
- Molar mass: 82.15 g/mol


No. 2
Entry from the Open Molecules 2025 dataset: a molecular structure, C24H35AlCl2F5MgN3O11 (ωB97M-V/def2-TZVPD).

CARTESIAN COORDINATES (ANGSTROEM)
C -0.811 -1.191 -3.531
C -1.541 -2.091 -2.363
C -2.312 -3.432 -2.912
C -2.379 -4.661 -1.794
C -2.974 -4.199 -0.338
C -2.420 -5.053 0.946
C -0.765 -5.036 1.104
O -0.256 -3.752 1.614
C 1.071 -3.883 2.236
O 1.400 -4.823 3.165
N 2.212 -2.895 1.914
C 2.264 -2.577 0.436
C 3.151 -3.756 -0.282
N 2.073 -1.754 2.696
C 2.870 -2.004 3.814
O 3.478 -2.428 4.941
H -0.625 -1.775 -4.529
H 0.209 -0.809 -3.073
H -1.480 -0.240 -3.702
H -2.371 -1.387 -1.874
H -0.781 -2.384 -1.509
H -1.695 -3.845 -3.838
H -3.404 -3.234 -3.320
H -3.140 -5.463 -2.243
H -1.314 -5.145 -1.770
H -4.151 -4.391 -0.383
H -2.851 -3.052 -0.096
H -2.822 -4.487 1.917
H -2.871 -6.143 1.012
H -0.197 -5.254 0.099
H -0.519 -5.963 1.815
H 2.896 -1.570 0.337
H 1.217 -2.378 -0.049
H 3.491 -3.387 -1.340
H 2.451 -4.721 -0.320
H 4.101 -4.064 0.344
Al 2.514 0.305 0.188
C 3.858 3.672 1.499
O 4.607 2.763 1.068
O 4.354 4.205 2.606
O 2.775 4.128 1.068
H 5.126 3.605 2.576
N 4.243 6.877 -3.416
C 3.933 5.660 -2.919
C 3.434 5.453 -1.643
C 3.246 6.560 -0.823
C 3.558 7.827 -1.306
C 4.048 7.933 -2.598
H 4.101 4.827 -3.596
H 3.199 4.453 -1.297
H 2.858 6.438 0.185
H 3.423 8.710 -0.691
H 4.303 8.900 -3.021
Cl 1.590 -1.053 -3.913
F 5.452 7.611 -0.261
Mg 4.481 10.380 -2.115
C 2.116 -1.280 8.262
C 0.886 -1.533 7.453
O -0.069 -0.664 8.031
C 0.627 0.341 8.641
O 0.119 1.353 9.094
O 1.963 0.065 8.675
H 3.032 -1.405 7.678
H 2.171 -1.918 9.151
H 1.016 -1.264 6.399
H 0.553 -2.573 7.516
C -7.532 2.016 -2.351
C -6.428 2.826 -3.005
O -5.174 2.130 -2.921
C -4.966 1.150 -3.858
O -5.779 0.850 -4.728
C -3.581 0.528 -3.688
F -3.287 0.242 -2.386
F -2.589 1.356 -4.126
F -3.432 -0.640 -4.373
H -7.262 1.760 -1.322
H -8.468 2.579 -2.340
H -7.699 1.073 -2.881
H -6.301 3.774 -2.470
H -6.669 3.074 -4.045
F 5.037 0.647 -0.841
Cl -4.591 -0.514 -6.279

- HOMO: -7.58 eV
- Maximum force: 0.22537 Eh/bohr
- HOMO-LUMO gap: 2.03 eV
- Total energy: -3788.68545 Ha
- Molar mass: 758.74 g/mol